Molecular formula: C14H32BrCuF6NO16S6
Method: DFT, wB97M-V/def2-TZVPD

Each line ends with the Löwdin spin population.
Geometry (Å):
Cu -0.1902 -0.5075 -0.3959  0.737
Br -1.4365 -2.1857 1.0182  0.180
C 2.1980 -0.6154 -3.9321  0.001
F 1.0854 0.1178 -4.0013  0.000
F 2.1452 -1.5462 -4.8520  0.000
F 3.2423 0.1882 -4.1674  0.000
S 2.3987 -1.3012 -2.2136  0.003
O 3.2283 -2.4537 -2.3520  0.004
O 2.8859 -0.2369 -1.3975  0.000
N 0.8575 -1.6705 -1.7689  0.032
S 0.3471 -3.1242 -2.2835  0.001
O -1.0780 -3.0787 -2.2575  -0.001
O 0.9560 -3.6221 -3.4721  0.003
C 0.8711 -4.3004 -0.9231  0.000
F 1.3266 -3.6540 0.1530  0.000
F -0.1440 -5.0720 -0.5762  0.000
F 1.8493 -5.0723 -1.3943  0.000
O 1.5829 -0.4004 1.2142  -0.001
S 2.8215 -0.5347 1.9069  0.000
O 3.6067 0.6279 2.1435  0.000
O 2.4998 -1.1669 3.2998  0.000
C 1.6612 -2.3448 3.3400  0.000
C 0.8821 -2.3347 4.6439  0.000
C 3.8345 -1.7792 1.1420  0.000
H 2.2945 -3.2342 3.3202  0.000
H 0.9680 -2.3542 2.4973  0.000
H 0.6472 -3.3525 4.9444  0.000
H 0.0277 -1.6647 4.5771  0.000
H 1.5106 -1.9357 5.4463  0.000
H 3.2295 -2.6699 1.0126  0.000
H 4.6619 -1.8971 1.8368  0.000
H 4.1476 -1.3238 0.2070  0.000
O 0.5759 1.2425 -1.5312  0.017
S 0.3539 2.6536 -1.6946  0.002
O -0.9638 3.1153 -1.8534  0.000
O 0.9736 3.4755 -0.5297  0.000
C 2.2865 3.1569 -0.0152  0.000
C 2.3738 3.6978 1.3801  0.000
C 1.3890 3.1497 -3.0361  0.002
H 3.0525 3.6107 -0.6496  0.000
H 2.4413 2.0768 -0.0076  0.000
H 2.4446 4.7906 1.3845  0.000
H 3.2628 3.3072 1.8612  0.000
H 1.4620 3.4673 1.9277  0.000
H 0.9398 2.8221 -3.9676  0.000
H 2.3744 2.7243 -2.8640  0.000
H 1.4414 4.2359 -2.9898  0.000
O -4.2097 0.6786 -2.1876  0.000
S -3.1000 -0.1961 -2.3458  0.000
O -1.9149 0.0123 -1.5869  0.000
O -3.5116 -1.6603 -2.0075  0.000
C -4.7961 -2.1127 -2.4564  0.000
C -5.1650 -3.3617 -1.7060  0.000
C -2.6421 -0.3380 -4.0390  0.000
H -4.7586 -2.3550 -3.5272  0.000
H -5.5461 -1.3245 -2.3757  0.000
H -4.5551 -4.1929 -2.0677  0.000
H -6.1890 -3.6644 -1.9235  0.000
H -4.9992 -3.2603 -0.6355  0.000
H -1.8479 -1.0854 -4.0652  0.000
H -2.2644 0.6196 -4.3850  0.000
H -3.4961 -0.7099 -4.5970  0.000
O -2.0840 3.1871 0.9928  0.001
S -1.6057 2.0174 1.6338  0.002
O -0.8163 1.0773 0.9127  0.017
O -0.7409 2.3796 2.8827  0.001
C -1.0585 3.5885 3.6278  0.000
C 0.1589 3.9448 4.4783  0.000
C -2.9302 1.1325 2.3645  0.000
H -1.9199 3.3166 4.2393  0.000
H -1.3155 4.4217 2.9794  0.000
H -0.0018 3.8228 5.5465  0.000
H 0.5982 4.8910 4.1789  0.000
H 0.9342 3.1958 4.2810  0.000
H -3.5827 0.7083 1.6105  0.000
H -3.4748 1.8335 3.0010  0.000
H -2.4911 0.4070 3.0463  0.000

Summary:
- Spin multiplicity: 2
- Relative energy (zero: lowest compared OMol25 entry of this formula, charge and spin): 13.35 kJ/mol
- Expectation value of S²: 0.754
- Orbital gap (spin up / spin down): 0.3449 / 0.2613 hartree


Molecular formula: C36H45BaClFN10O10PS2
Method: DFT, wB97M-V/def2-TZVPD

Each line ends with the Mulliken charge.
Geometry (Å):
Ba 0.4951 0.0432 -0.1820  1.015
N 3.5716 -1.3473 0.3935  -0.274
C 3.6359 -1.5996 1.8065  -0.788
C 2.2494 -1.6423 2.5107  0.112
O 2.1421 -2.1994 3.5910  -0.774
O 1.3469 -0.9703 1.8629  0.029
H 4.2198 -1.9178 -0.1497  0.174
H 3.7555 -0.3719 0.1687  0.151
H 4.1072 -0.8790 2.4034  0.290
H 4.2042 -2.5061 2.1067  0.380
S -1.5421 3.5343 6.2816  -0.272
C -1.0628 2.8285 4.7495  -0.187
C -1.8157 2.9898 3.5956  -0.235
C -1.4049 2.4225 2.4018  -0.294
N -0.4247 1.6291 2.3273  0.989
C 0.2948 1.3758 3.4604  -0.532
C 0.0580 2.0155 4.6461  -0.692
C -2.1624 2.0877 7.1213  0.528
C -2.5284 2.1433 8.5022  -0.490
C -3.2207 1.0637 9.0265  -0.232
N -3.4998 -0.1301 8.4100  -0.609
C -3.0660 -0.1367 7.1553  -0.206
C -2.4194 0.8877 6.4829  0.045
H -2.6984 3.6369 3.6481  0.502
H -2.0291 2.5169 1.5435  0.124
H 1.0805 0.6215 3.4234  0.207
H 0.6965 1.8987 5.4831  0.552
H -2.3150 3.0276 9.1478  0.303
H -3.5114 1.2100 10.0746  0.315
H -3.2328 -1.0635 6.5399  0.249
H -2.1545 0.6072 5.4762  0.119
C -3.9590 2.6676 -0.1268  0.673
C -5.3585 2.6513 0.3372  0.150
N -6.4665 2.6295 0.6967  -0.566
H -4.0448 2.3820 -1.1743  -0.209
H -3.4209 1.8111 0.2969  -0.774
H -3.3540 3.5113 0.0752  0.649
O 1.7047 2.6378 0.5691  -0.675
Cl 0.9413 3.4480 -0.2915  1.838
O 1.8613 3.9824 -1.2595  -0.693
O 0.2831 4.4838 0.4442  -0.725
O -0.0919 2.6381 -0.8689  -0.561
O 10.5251 -0.0119 -5.1143  -0.672
S 10.2701 0.3926 -6.4709  1.184
O 11.0950 1.4983 -6.9522  -0.700
O 10.1778 -0.6629 -7.4723  -0.708
C 8.5480 0.9672 -6.4481  0.189
N 8.1876 1.6630 -7.4872  -0.473
C 6.8945 1.9839 -7.4986  -0.283
C 5.9653 1.6678 -6.5386  -0.597
C 6.4631 0.9623 -5.4496  -0.067
N 7.7846 0.6470 -5.4070  -0.411
C 5.6298 0.5378 -4.2694  1.066
C 5.4317 -0.7976 -4.0788  -0.606
C 4.6948 -1.0682 -2.9343  -0.298
N 4.3136 -0.1523 -2.0385  -0.177
C 4.5334 1.0930 -2.3046  -0.642
C 5.1348 1.4954 -3.4176  -0.561
H 6.6569 2.5548 -8.3841  0.450
H 4.8985 1.9008 -6.6146  0.441
H 5.7124 -1.5405 -4.8046  0.458
H 4.4549 -2.1133 -2.6875  0.358
H 4.0968 1.7431 -1.5780  0.466
H 5.3390 2.5064 -3.5743  0.560
F -5.3684 -0.4941 -4.0986  -0.440
C -4.0287 -0.3530 -3.9428  -0.075
C -3.4882 0.7667 -3.4146  -0.409
C -2.1107 0.7876 -3.2085  -0.578
C -1.2044 -0.3064 -3.3636  1.653
C 0.2014 -0.2954 -3.0805  -2.423
C -1.8558 -1.4230 -3.8951  -0.713
C -3.2173 -1.4559 -4.1525  -0.259
H -4.1850 1.5893 -3.2670  0.727
H -1.7595 1.7328 -2.8979  0.509
H 0.7416 0.6937 -3.2360  0.355
H 0.7584 -1.1755 -3.5110  0.178
H -1.2773 -2.3176 -4.1468  0.297
H -3.6608 -2.3746 -4.5408  0.342
C -2.5664 -4.1999 -0.5650  -1.129
N -2.0594 -3.2481 0.3914  0.386
C -0.5616 -3.2942 0.4455  -0.667
P -2.7213 -1.8241 0.8733  -0.917
O -1.8562 -0.6208 0.5709  1.161
N -3.0231 -1.7807 2.5369  0.038
C -3.1951 -0.4043 3.0409  -0.547
C -2.1454 -2.5314 3.4728  -1.141
N -4.2937 -1.7671 0.1929  0.595
C -5.4064 -2.2202 1.0190  -1.096
C -4.5072 -1.2677 -1.1819  -0.823
H -3.6493 -4.2362 -0.6007  0.342
H -2.2982 -5.1748 -0.2613  0.431
H -2.1871 -3.9933 -1.5859  0.273
H -0.1759 -4.1523 0.9483  0.336
H -0.1872 -2.4842 1.0193  -0.257
H -0.1015 -3.4196 -0.5323  0.311
H -3.5177 0.3156 2.2631  -0.034
H -2.1607 -0.0315 3.3457  -0.357
H -3.8574 -0.4027 3.8586  0.760
H -1.9221 -3.5147 3.0648  0.415
H -2.7971 -2.7417 4.2702  0.362
H -1.2333 -1.9588 3.6535  0.236
H -6.2561 -2.7065 0.4602  0.276
H -5.9044 -1.3653 1.5072  0.306
H -4.9816 -2.7731 1.8946  0.370
H -5.1941 -1.8922 -1.7114  0.418
H -3.5387 -1.3246 -1.6258  0.025
H -4.9193 -0.2455 -1.1909  0.175

Summary:
- Spin multiplicity: 1
- Relative energy (zero: lowest compared OMol25 entry of this formula, charge and spin): 62.90 kJ/mol
- Orbital gap: 0.1955 hartree
- Charge: -2


Molecular formula: C2H5NO2
Method: DFT, wB97M-V/def2-TZVPD

Each line ends with the natural charge from an NBO analysis.
Geometry (Å):
C 0.0111 -0.0221 0.2722  0.615
C -0.5793 0.6515 -1.0028  -0.650
N 0.3390 0.4706 1.5453  -0.342
O -0.8063 -0.5640 1.2286  -0.375
O 1.0488 -1.0862 -0.3339  -0.798
H -1.0602 1.5845 -0.6574  0.226
H -1.3014 0.0152 -1.6211  0.247
H 0.3349 0.8570 -1.4728  0.233
H 1.1562 0.0636 1.9918  0.369
H 0.8573 -1.9701 0.0500  0.476

Summary:
- Spin multiplicity: 1
- Relative energy (zero: lowest compared OMol25 entry of this formula, charge and spin): 384.72 kJ/mol
- SMILES: C[C@@]1(O)NO1
- Orbital gap: 0.4171 hartree


Molecular formula: C5H20O5
Method: DFT, wB97M-V/def2-TZVPD

Each line ends with the natural charge from an NBO analysis.
Geometry (Å):
C -2.8597 9.3060 12.8614  -0.240
O -2.2589 9.2300 11.6356  -0.708
H -3.9081 9.4182 12.5849  0.180
H -2.7066 8.3601 13.3810  0.153
H -2.5483 10.1279 13.5061  0.155
H -1.3189 9.1634 11.8187  0.460
C -1.1983 8.2706 5.7541  -0.247
O -2.1227 9.2558 6.1202  -0.722
H -1.1766 7.4670 6.4902  0.160
H -1.5711 7.7094 4.8973  0.175
H -0.2042 8.6858 5.5883  0.164
H -2.1825 9.2956 7.0775  0.470
C 0.2930 14.4969 13.1507  -0.251
O 0.2620 15.8949 13.2866  -0.713
H 0.0355 13.9452 14.0548  0.163
H -0.3805 14.2130 12.3420  0.163
H 1.3147 14.2596 12.8545  0.176
H -0.3163 16.0321 14.0405  0.462
C -1.5123 3.1681 11.9836  -0.233
O -2.3126 2.1151 11.6141  -0.730
H -1.8678 3.6450 12.8969  0.184
H -0.5179 2.7467 12.1310  0.153
H -1.4963 3.8255 11.1143  0.158
H -2.0384 1.6995 10.7932  0.467
C 3.1285 7.1492 13.1989  -0.253
O 2.6678 7.8308 12.0323  -0.721
H 2.9105 6.0815 13.1748  0.162
H 4.1993 7.2334 13.3847  0.164
H 2.6357 7.4952 14.1075  0.181
H 2.8979 7.2979 11.2676  0.468

Summary:
- Spin multiplicity: 1
- Relative energy (zero: lowest compared OMol25 entry of this formula, charge and spin): 264.85 kJ/mol
- SMILES: CO.CO.CO.CO.CO
- Orbital gap: 0.3858 hartree


Molecular formula: C4H7F2N
Method: DFT, wB97M-V/def2-TZVPD

Each line ends with the natural charge from an NBO analysis.
Geometry (Å):
C -1.9952 -0.4589 -1.0516  0.081
C -1.0210 -1.0855 -0.5030  0.425
C 1.6887 -0.0704 -0.3165  -0.444
C 0.2026 0.9562 1.2245  -0.443
N 0.4052 0.4589 -0.1015  -0.366
F -2.9982 -1.0332 -1.6754  -0.314
F -0.6587 -2.3713 -0.4161  -0.306
H -2.0546 0.5643 -0.9848  0.189
H 2.0768 -0.4975 0.6085  0.171
H 1.5880 -0.6127 -1.2261  0.227
H 2.3386 0.8824 -0.3536  0.200
H -0.7792 1.5078 1.3766  0.202
H 0.1746 0.1773 1.9991  0.181
H 1.0325 1.5824 1.4198  0.199

Summary:
- Spin multiplicity: 1
- Relative energy (zero: lowest compared OMol25 entry of this formula, charge and spin): 431.10 kJ/mol
- Orbital gap (spin up / spin down): 0.3335 / 0.3336 hartree


Molecular formula: C11H24FN3O4
Method: DFT, wB97M-V/def2-TZVPD

Each line ends with the natural charge from an NBO analysis.
Geometry (Å):
C -2.7361 -1.8477 1.5112  -0.662
C -1.9362 -2.9949 0.8907  0.386
F -2.7825 -4.1123 0.9601  -0.378
N -0.7352 -3.3084 1.6423  -0.491
C -0.5088 -4.7352 1.8618  -0.404
C 0.4773 -2.6316 1.2244  0.320
O 1.2617 -3.5040 0.4168  -0.740
C 0.2970 -1.2806 0.4893  -0.533
C 0.2599 -1.3619 -0.9972  0.180
N 1.3263 -1.1731 -1.6709  -0.702
C 1.2998 -2.2174 2.5113  0.727
O 0.7909 -1.2524 3.1194  -0.789
O 2.3469 -2.8323 2.7314  -0.738
H -2.5578 -0.8935 1.0245  0.190
H -2.4101 -1.7729 2.5471  0.249
H -3.7905 -2.1087 1.5253  0.225
H -1.7667 -2.8529 -0.1825  0.123
H 0.4963 -4.8714 2.2489  0.236
H -1.1961 -5.1168 2.6112  0.195
H -0.5724 -5.3277 0.9477  0.177
H 2.1300 -3.0876 0.3637  0.485
H -0.5307 -0.6974 0.8784  0.243
H 1.2053 -0.7176 0.7044  0.225
H -0.6734 -1.5808 -1.5205  0.154
H 1.1228 -1.2279 -2.6675  0.332
C 1.4467 4.6114 -0.4147  -0.638
C 1.6070 3.4912 -1.4296  -0.070
C 0.4919 3.4297 -2.4743  -0.081
O -0.6770 2.8876 -1.8972  -0.559
C -1.7154 3.8165 -1.5768  -0.250
N 1.5588 2.1784 -0.7056  -0.689
H 0.5709 4.4603 0.2179  0.224
H 2.3194 4.6774 0.2365  0.233
H 1.3403 5.5666 -0.9245  0.242
H 2.5825 3.5614 -1.9096  0.225
H 0.7909 2.7500 -3.2776  0.202
H 0.3215 4.4114 -2.9174  0.203
H -1.7490 4.6341 -2.2977  0.181
H -1.5869 4.2180 -0.5697  0.175
H -2.6567 3.2747 -1.6153  0.213
H 2.0846 2.1738 0.1689  0.448
H 1.8827 1.3889 -1.2825  0.466
H 0.5701 1.9755 -0.5021  0.462

Summary:
- Spin multiplicity: 1
- Orbital gap: 0.2135 hartree


Molecular formula: C2H4N2OS
Method: DFT, wB97M-V/def2-TZVPD

Each line ends with the natural charge from an NBO analysis.
Geometry (Å):
C -1.4631 -0.0792 -0.1593  0.615
C 1.0882 0.3600 -0.1652  0.185
N 1.0878 1.4631 0.5620  -0.808
N 0.3474 0.3696 -1.2435  -0.721
O -1.7219 -1.1355 0.1555  -0.375
S 2.2650 -0.7398 0.1343  -0.261
H -1.7224 0.9855 0.0160  0.202
H 0.3782 2.1488 0.2536  0.365
H 1.9498 1.8755 0.9526  0.425
H 0.3039 -0.5906 -1.6356  0.373

Summary:
- Spin multiplicity: 1
- Relative energy (zero: lowest compared OMol25 entry of this formula, charge and spin): 361.86 kJ/mol
- Orbital gap (spin up / spin down): 0.2619 / 0.2619 hartree


Molecular formula: C7H8N2O
Method: DFT, wB97M-V/def2-TZVPD

Each line ends with the natural charge from an NBO analysis.
Geometry (Å):
C 1.1666 -0.0886 -1.0123  -0.029
C 1.0404 -0.1752 0.3972  -0.067
C -1.4392 -1.0435 -0.6960  -0.311
C -0.9961 -1.3094 0.5732  -0.051
C -1.1039 0.2175 -1.0964  -0.032
C -0.2958 -0.0834 1.0695  -0.329
C -1.0247 1.0949 0.1918  0.092
N 2.5693 0.0027 -0.8009  -0.474
N 2.3491 0.0313 0.6494  -0.436
O -0.3983 2.3006 0.0742  -0.685
H -1.7236 -1.7687 -1.3995  0.218
H -0.9797 -2.4158 0.7673  0.238
H -1.4466 0.6433 -2.0608  0.227
H -0.5070 0.2202 2.1008  0.247
H -2.0308 1.3128 0.4668  0.190
H 3.1150 0.7467 -1.1572  0.371
H 2.9651 -0.7235 1.1152  0.359
H 0.5345 2.0303 -0.0124  0.475

Summary:
- Spin multiplicity: 1
- Relative energy (zero: lowest compared OMol25 entry of this formula, charge and spin): 768.52 kJ/mol
- Orbital gap (spin up / spin down): 0.2565 / 0.2565 hartree